one | The following is a DFT calculation (ωB97M-V/def2-TZVPD) of an isolated ion of composition C5H11N2 and charge +1.

The geometry in ORCA input format:
```
! wB97M-V def2-TZVPD RIJCOSX def2/J DEFGRID3
* xyz 1 1
C 0.15 -0.10 2.18
C -1.16 0.30 1.49
C -1.00 -0.02 0.00
C 0.97 1.13 -0.78
C 0.75 -1.38 -1.03
N 1.18 -0.38 1.64
N 0.36 -0.14 -0.35
H 0.17 -0.22 3.34
H -1.90 -0.19 1.91
H -1.27 1.30 1.57
H -1.43 -0.95 -0.09
H -1.66 0.69 -0.49
H 2.04 0.85 -1.02
H 0.59 1.32 -1.71
H 0.72 1.88 -0.15
H 1.85 -1.27 -1.19
H 0.49 -2.29 -0.44
H 0.00 -1.64 -1.89
*
```

Summary:
Kohn-Sham gap (alpha / beta) in eV: 8.75 / 8.56
HOMO level (alpha / beta) in eV: -14.64 / -14.57

Atomic partial charges in e from the Löwdin method, atoms 1 to 8: -0.1633, -0.0517, -0.1591, 0.0206, -0.0200, 0.3130, -0.2386, 0.2040



two | The following is a DFT calculation (ωB97M-V/def2-TZVPD) of an isolated ion of composition C5H11N2 and charge +1.

The geometry in ORCA input format:
```
! wB97M-V def2-TZVPD RIJCOSX def2/J DEFGRID3
* xyz 1 1
C 2.37 -0.60 0.88
N 1.48 0.09 0.31
C 1.25 0.19 -1.09
C -0.03 0.34 -1.47
C -1.14 -0.55 -0.90
C -1.69 -0.14 0.54
N -1.06 1.11 1.03
H 3.00 -1.15 0.19
H 2.34 -0.69 1.96
H 0.63 0.55 0.79
H 2.10 0.22 -1.76
H -0.27 0.88 -2.37
H -1.93 -0.61 -1.64
H -0.70 -1.54 -0.83
H -1.27 -0.95 1.12
H -2.76 -0.03 0.46
H -0.92 0.89 2.01
H -1.41 2.00 0.77
*
```

Summary:
Kohn-Sham gap in eV: 8.63
HOMO level in eV: -13.63

Atomic partial charges in e from the Löwdin method, atoms 1 to 8: 0.1763, 0.0348, -0.0836, -0.0382, -0.1357, -0.1966, -0.0042, 0.1262



Which is most stable? The ranking, best first, is two, one.



one | The following is a DFT calculation (ωB97M-V/def2-TZVPD) of C6H11NS as an isolated structure.

The geometry in ORCA input format:
```
! wB97M-V def2-TZVPD RIJCOSX def2/J DEFGRID3
* xyz 0 1
C 2.17 -1.09 -0.12
C 1.10 0.66 0.78
C -0.16 -0.15 1.23
C -0.66 -0.50 -0.13
C 0.42 0.13 -0.99
C 0.48 1.64 -0.25
H 1.53 -1.91 0.21
H 2.96 -1.07 0.62
H 2.64 -1.43 -1.12
H 1.90 1.10 1.39
H -1.00 0.36 1.56
H 0.11 -1.13 1.75
H -0.27 -1.60 -0.40
H -2.23 0.95 0.49
H 0.16 0.08 -2.07
H 1.28 2.10 -0.66
H -0.47 2.21 -0.25
N 1.66 0.07 -0.33
S -2.40 -0.26 -0.15
*
```

Summary:
Kohn-Sham gap in eV: 9.40
HOMO level in eV: -8.53

Atomic partial charges in e from the Löwdin method, atoms 1 to 8: -0.1719, -0.2662, -0.1733, -0.7374, -0.2409, -0.0072, 0.0827, 0.1045



two | The following is a DFT calculation (ωB97M-V/def2-TZVPD) of C6H11NS as an isolated structure.

The geometry in ORCA input format:
```
! wB97M-V def2-TZVPD RIJCOSX def2/J DEFGRID3
* xyz 0 1
C -0.87 -0.03 -1.98
C -2.41 1.43 -0.55
C -0.45 0.45 0.36
C 0.82 -0.24 0.41
C 1.53 -0.53 1.62
C 2.63 -1.53 1.32
H -1.08 -1.19 -2.14
H -1.38 0.69 -3.10
H 0.53 0.29 -1.67
H -3.55 0.70 -0.11
H -2.33 2.01 -1.57
H -2.16 2.44 0.28
H -0.90 1.21 1.15
H 1.24 -0.69 -0.52
H 2.12 -2.66 1.23
H 3.10 -1.67 2.18
H 3.24 -1.28 0.47
N -1.37 0.42 -0.54
S 1.30 0.18 3.16
*
```

Summary:
Kohn-Sham gap in eV: 7.55
HOMO level in eV: -7.74

Atomic partial charges in e from the Löwdin method, atoms 1 to 8: -0.0501, -0.1335, -0.1797, -0.1822, -0.8195, -0.1378, 0.0815, 0.1682



Which is most stable? The ranking, best first, is one, two.



one | The following is a DFT calculation (ωB97M-V/def2-TZVPD) of an isolated molecule of C6H11NS.

The geometry in ORCA input format:
```
! wB97M-V def2-TZVPD RIJCOSX def2/J DEFGRID3
* xyz 0 1
C -1.77 0.49 1.33
C -1.06 1.06 -0.01
S -0.64 2.65 -0.24
C -0.51 -0.11 -0.77
C 0.55 0.06 -1.81
N 1.30 -1.03 -1.27
C 0.45 -1.07 -0.08
C 1.23 -0.38 0.99
H -2.77 0.34 1.07
H -1.07 -0.43 1.59
H -1.91 1.35 2.00
H -1.48 -0.65 -1.13
H 0.26 -0.22 -2.89
H 0.86 1.17 -1.88
H 2.25 -0.92 -1.11
H -0.21 -1.96 0.23
H 1.37 0.65 0.86
H 0.79 -0.38 2.05
H 2.36 -0.61 1.07
*
```

Summary:
Kohn-Sham gap in eV: 8.45
HOMO level in eV: -8.61

Atomic partial charges in e from the Löwdin method, atoms 1 to 8: -0.0702, -0.7096, 0.6943, -0.3627, -0.2201, 0.0096, -0.3561, -0.0922



two | The following is a DFT calculation (ωB97M-V/def2-TZVPD) of an isolated molecule of C6H11NS.

The geometry in ORCA input format:
```
! wB97M-V def2-TZVPD RIJCOSX def2/J DEFGRID3
* xyz 0 1
S 2.62 -0.29 -0.07
C 0.85 -0.13 -0.38
C 0.37 1.38 -0.31
C -0.77 0.93 0.61
C -2.15 0.78 -0.02
N -2.26 -0.56 -0.57
C -1.38 -1.40 0.19
C -0.24 -0.48 0.67
H 2.72 0.65 0.85
H 0.73 -0.72 -1.33
H 1.07 1.97 0.24
H 0.08 1.86 -1.27
H -0.78 1.43 1.61
H -2.26 1.50 -0.84
H -2.92 0.94 0.75
H -1.93 -0.48 -1.56
H -1.04 -2.21 -0.50
H -1.92 -1.96 0.96
H 0.14 -0.89 1.64
*
```

Summary:
Kohn-Sham gap in eV: 9.76
HOMO level in eV: -8.79

Atomic partial charges in e from the Löwdin method, atoms 1 to 8: 0.7343, -0.6151, -0.1326, -0.2823, -0.1839, -0.0666, -0.2035, -0.2866



Which is most stable? The ranking, best first, is two, one.



one | The following is a DFT calculation (ωB97M-V/def2-TZVPD) of an isolated molecule of C6H11NS.

The geometry in ORCA input format:
```
! wB97M-V def2-TZVPD RIJCOSX def2/J DEFGRID3
* xyz 0 1
C 1.89 1.41 0.44
C 0.46 0.96 0.12
C -0.67 1.64 0.03
S -2.07 0.53 -0.47
N -1.16 -0.91 -0.06
C -1.72 -1.34 1.22
C 0.29 -0.51 -0.23
C 0.59 -0.76 -1.73
H 2.36 0.62 0.96
H 1.89 2.28 0.95
H 2.20 1.35 -0.56
H -1.16 2.58 0.18
H -2.74 -1.53 1.01
H -1.18 -2.20 1.63
H -1.72 -0.60 2.09
H 0.81 -1.15 0.48
H 1.16 -1.68 -1.79
H 1.14 0.01 -2.17
H -0.37 -0.71 -2.12
*
```

Summary:
Kohn-Sham gap in eV: 8.80
HOMO level in eV: -7.89

Atomic partial charges in e from the Löwdin method, atoms 1 to 8: 0.0030, -0.3321, -0.2662, 0.8897, -0.4597, -0.2055, -0.3585, -0.0278



two | The following is a DFT calculation (ωB97M-V/def2-TZVPD) of a 2-piece molecular cluster, C6H11NS overall.

The geometry in ORCA input format:
```
! wB97M-V def2-TZVPD RIJCOSX def2/J DEFGRID3
* xyz 0 1
C 2.58 0.69 0.34
C -1.90 -1.73 0.26
C 1.34 0.32 0.61
C 0.78 -1.01 -1.53
C -1.41 1.75 0.84
C 0.28 -0.19 -0.34
N -0.77 -1.61 0.69
S -0.96 1.06 -0.80
H 3.19 1.09 1.05
H 2.83 0.62 -0.68
H -2.58 -2.51 0.72
H -2.37 -1.14 -0.43
H 1.04 0.49 1.62
H 1.20 -1.98 -1.33
H 1.53 -0.26 -1.88
H 0.14 -1.26 -2.39
H -1.62 0.88 1.50
H -2.44 2.25 0.66
H -0.86 2.54 1.10
*
```

Summary:
Kohn-Sham gap (alpha / beta) in eV: 9.02 / 9.01
HOMO level (alpha / beta) in eV: -8.22 / -8.21

Atomic partial charges in e from the Löwdin method, atoms 1 to 8: 0.0426, -0.2175, -0.1965, -0.1193, -0.3630, -0.6080, 0.0490, 0.8457



Which is most stable? The ranking, best first, is one, two.



one | The following is a DFT calculation (ωB97M-V/def2-TZVPD) of an isolated molecule of C6H11NS.

The geometry in ORCA input format:
```
! wB97M-V def2-TZVPD RIJCOSX def2/J DEFGRID3
* xyz 0 1
C -1.89 -0.16 0.82
C -0.82 0.46 -0.07
C 0.35 1.05 0.68
C 1.31 0.06 1.29
C 1.60 0.65 -0.05
C 1.17 -0.19 -1.23
N -0.19 -0.58 -0.89
S -1.13 -1.23 -2.16
H -1.46 -0.92 1.46
H -2.67 -0.61 0.21
H -2.34 0.61 1.45
H -1.28 1.24 -0.70
H 0.22 2.02 1.12
H 1.02 -0.97 1.34
H 1.90 0.40 2.13
H 2.44 1.32 -0.19
H 1.22 0.41 -2.16
H 1.77 -1.09 -1.37
H -1.21 -2.48 -1.66
*
```

Summary:
Kohn-Sham gap in eV: 9.71
HOMO level in eV: -8.78

Atomic partial charges in e from the Löwdin method, atoms 1 to 8: -0.0599, -0.4164, -0.1991, -0.0659, -0.2166, -0.2226, -0.5276, 0.7906



two | The following is a DFT calculation (ωB97M-V/def2-TZVPD) of an isolated molecule of C6H11NS.

The geometry in ORCA input format:
```
! wB97M-V def2-TZVPD RIJCOSX def2/J DEFGRID3
* xyz 0 1
C -3.31 2.65 0.19
C -2.36 1.77 0.26
N -1.28 1.21 0.48
C -0.65 0.64 -0.63
C -0.55 -0.84 -0.57
S 0.03 -1.29 1.30
C 1.90 -1.05 1.12
C 2.69 -1.82 -0.05
H -4.34 2.36 0.19
H -3.07 3.54 -0.15
H 0.28 1.26 -0.86
H -1.28 0.83 -1.50
H -1.47 -1.24 -0.31
H 0.06 -1.23 -1.40
H 1.81 -0.08 0.65
H 2.42 -1.24 2.02
H 3.41 -1.05 0.29
H 3.15 -2.80 0.02
H 2.60 -1.60 -1.05
*
```

Summary:
Kohn-Sham gap in eV: 9.04
HOMO level in eV: -8.14

Atomic partial charges in e from the Löwdin method, atoms 1 to 8: 0.0354, -0.1580, 0.0396, -0.3721, -0.3347, 0.7512, -0.4961, -0.1152



Which is most stable? The ranking, best first, is one, two.